1.
{"formula": "CHClO3S", "method": "the ωB97M-V functional and the def2-TZVPD basis", "de_lowest_kj_mol": 90.9, "homo_energy_ev": -11.4, "e_lumo_ev": -1.8425, "elements": ["C", "O", "O", "O", "S", "Cl", "H"], "positions_angstrom": [[1.41, -0.69, 1.45], [1.06, 0.08, 2.21], [0.41, 0.60, -1.42], [-0.22, -1.66, -0.71], [0.71, -0.81, -1.47], [-2.02, 1.69, 0.23], [-1.35, 0.80, -0.29]]}

=====

2.
{"formula": "C6H10OSSi", "method": "the ωB97M-V functional and the def2-TZVPD basis", "de_lowest_kj_mol": 342.4, "homo_energy_ev": -7.5, "e_lumo_ev": 0.2696, "smiles": "C[SiH](C)c1ccsc1O", "elements": ["C", "Si", "C", "C", "C", "C", "S", "C", "O", "H", "H", "H", "H", "H", "H", "H", "H", "H", "H"], "positions_angstrom": [[1.15, -0.19, 2.01], [0.62, 0.42, 0.23], [-1.02, 1.34, 0.41], [0.45, -0.97, -0.97], [0.77, -1.16, -2.28], [0.49, -2.27, -3.00], [-0.19, -3.52, -2.04], [-0.30, -2.62, -0.58], [-0.83, -3.10, 0.54], [0.56, -0.96, 2.44], [2.22, -0.75, 1.91], [1.42, 0.77, 2.52], [1.92, 1.31, -0.10], [-0.78, 2.44, 0.44], [-1.74, 1.12, -0.29], [-1.34, 1.03, 1.45], [1.31, -0.37, -2.92], [0.82, -2.62, -4.05], [-0.67, -4.08, 0.69]]}

=====

3.
{"formula": "C3H6IN2", "method": "the ωB97M-V functional and the def2-TZVPD basis", "de_lowest_kj_mol": 336.9, "homo_energy_ev": -13.2, "e_lumo_ev": -3.7551, "total_charge": 1, "elements": ["C", "C", "C", "N", "N", "I", "H", "H", "H", "H", "H", "H"], "positions_angstrom": [[1.26, 0.96, -0.32], [-0.98, 1.15, 0.52], [0.59, -1.10, -0.42], [0.23, 1.42, 0.14], [-0.73, -0.93, -0.13], [1.90, -1.57, 1.14], [2.28, 1.12, -0.60], [-1.15, 0.94, 1.51], [-1.79, 1.42, -0.22], [0.71, -1.18, -1.52], [-1.00, -1.21, 0.87], [-1.31, -1.02, -0.97]]}

=====

4.
{"formula": "C22H44InN3O3P", "method": "the ωB97M-V functional and the def2-TZVPD basis", "homo_energy_ev": [-13.9, -14.4], "spin_multiplicity": 2, "e_lumo_ev": [-5.2097, -7.2381], "total_charge": 2, "elements": ["C", "N", "C", "C", "C", "C", "In", "C", "N", "C", "C", "C", "P", "C", "C", "C", "C", "C", "C", "C", "C", "C", "C", "H", "H", "H", "H", "H", "H", "H", "H", "H", "H", "H", "H", "H", "H", "H", "H", "H", "H", "H", "H", "H", "H", "H", "H", "H", "H", "H", "H", "H", "H", "H", "H", "H", "H", "H", "C", "H", "H", "H", "O", "H", "N", "C", "C", "O", "O", "H", "H", "H", "H", "H"], "positions_angstrom": [[-2.24, -1.48, -0.57], [-1.87, -0.29, -0.02], [-2.60, 0.24, 0.97], [-3.69, -0.44, 1.50], [-4.03, -1.69, 1.01], [-3.32, -2.20, -0.06], [0.24, 0.81, -0.55], [-2.18, 1.56, 1.56], [-0.70, 1.73, 1.64], [-0.16, 1.03, 2.85], [-0.25, -0.48, 2.83], [-1.56, -2.02, -1.77], [0.16, -1.39, -1.89], [0.44, -0.98, -3.71], [0.57, -2.25, -4.55], [1.31, -2.77, -1.26], [2.79, -2.47, -1.61], [1.18, -2.82, 0.27], [0.92, -4.14, -1.83], [-0.78, -0.18, -4.20], [1.72, -0.12, -3.88], [-0.38, 3.18, 1.86], [-0.93, 4.11, 0.81], [-4.20, 0.03, 2.33], [-4.87, -2.25, 1.43], [-3.56, -3.14, -0.56], [-1.54, -3.12, -1.73], [1.78, -3.67, 0.65], [1.57, -1.90, 0.73], [0.14, -2.98, 0.60], [1.60, -4.89, -1.39], [-0.10, -4.42, -1.56], [1.02, -4.19, -2.93], [3.40, -3.29, -1.19], [2.98, -2.43, -2.69], [3.12, -1.53, -1.14], [0.58, -1.97, -5.61], [1.50, -2.80, -4.37], [-0.28, -2.92, -4.40], [-1.69, -0.78, -4.10], [-0.87, 0.76, -3.64], [-0.62, 0.08, -5.26], [2.62, -0.60, -3.49], [1.87, 0.07, -4.96], [1.60, 0.85, -3.39], [-2.59, 2.35, 0.92], [-2.64, 1.66, 2.56], [0.88, 1.35, 2.98], [-0.70, 1.42, 3.74], [0.71, 3.26, 1.92], [-0.77, 3.47, 2.85], [-0.42, 5.08, 0.93], [-0.73, 3.77, -0.21], [-2.00, 4.29, 0.93], [0.35, -0.86, 3.67], [-1.28, -0.84, 2.98], [0.14, -0.93, 1.91], [-3.16, -2.23, -3.36], [0.11, 3.33, -2.60], [-0.54, 4.13, -2.24], [-0.18, 3.08, -3.62], [1.14, 3.70, -2.62], [-0.06, 2.21, -1.81], [-2.57, -2.03, -2.80], [4.84, 0.68, 2.34], [4.10, 1.75, 1.59], [2.94, 1.01, 0.95], [2.04, 1.73, 0.40], [2.93, -0.23, 1.07], [4.54, 0.69, 3.31], [5.86, 0.82, 2.34], [4.53, -0.21, 1.90], [3.76, 2.54, 2.27], [4.75, 2.16, 0.80]]}

=====

5.
{"formula": "C6H4N4S", "method": "the ωB97M-V functional and the def2-TZVPD basis", "de_lowest_kj_mol": 0.0, "homo_energy_ev": -8.3, "e_lumo_ev": 0.0485, "smiles": "N#Cc1c(N)[nH]c(S)c1C#N", "elements": ["N", "C", "C", "C", "N", "N", "C", "S", "C", "C", "N", "H", "H", "H", "H"], "positions_angstrom": [[-0.02, 2.62, 2.32], [-0.08, 1.77, 1.53], [-0.10, 0.69, 0.60], [-0.57, -0.59, 0.89], [-1.09, -1.12, 2.06], [-0.38, -1.36, -0.26], [0.22, -0.61, -1.28], [0.69, -1.24, -2.82], [0.35, 0.67, -0.85], [0.96, 1.75, -1.52], [1.48, 2.60, -2.14], [-1.14, -2.16, 2.12], [-0.90, -0.59, 2.90], [-0.67, -2.31, -0.36], [1.26, -0.11, -3.22]]}

=====

6.
{"formula": "C11H23N5O3S", "method": "the ωB97M-V functional and the def2-TZVPD basis", "de_lowest_kj_mol": 243.5, "homo_energy_ev": -8.5, "e_lumo_ev": 0.5491, "smiles": "[H]/N=C(/N)NCCC[C@H](NC(=O)[C@@H](N)CCSC)C(=O)O", "elements": ["H", "N", "C", "N", "N", "C", "C", "C", "C", "N", "C", "O", "C", "N", "C", "C", "S", "C", "C", "O", "O", "H", "H", "H", "H", "H", "H", "H", "H", "H", "H", "H", "H", "H", "H", "H", "H", "H", "H", "H", "H", "H", "H"], "positions_angstrom": [[-6.65, -1.68, 0.36], [-6.75, -0.77, -0.13], [-5.76, -0.02, 0.17], [-5.58, 1.26, -0.43], [-4.63, -0.39, 0.99], [-3.30, 0.08, 0.68], [-2.74, -0.46, -0.67], [-1.45, 0.16, -1.19], [-0.35, -0.05, -0.21], [0.68, 1.03, -0.56], [1.84, 1.03, 0.25], [1.91, 0.39, 1.34], [3.06, 1.92, -0.10], [3.71, 2.33, 1.10], [3.94, 1.06, -1.19], [4.62, -0.13, -0.47], [3.72, -1.70, -0.65], [3.62, -2.31, 0.99], [0.00, -1.55, -0.18], [-0.42, -2.34, -0.99], [0.64, -1.98, 0.94], [-5.46, 1.92, 0.26], [-6.56, 1.43, -0.75], [-4.70, -1.41, 0.96], [-2.67, -0.19, 1.50], [-3.33, 1.15, 0.62], [-3.50, -0.32, -1.52], [-2.58, -1.56, -0.70], [-1.12, -0.22, -2.19], [-1.64, 1.21, -1.14], [-0.56, 0.14, 0.83], [0.79, 1.27, -1.52], [2.64, 2.72, -0.69], [4.60, 2.96, 1.05], [3.93, 1.32, 1.60], [3.22, 0.64, -2.03], [4.69, 1.71, -1.68], [4.91, 0.09, 0.62], [5.60, -0.32, -0.87], [4.54, -2.56, 1.38], [3.19, -1.54, 1.70], [2.96, -3.23, 1.07], [0.92, -1.14, 1.46]]}

=====

Result set for M: 128.536, 158.298, 196.999, 544.404, 164.193, 305.404 g mol⁻¹, one per record in the order listed.
Result set for calculated total energy: -30552.5159, -27141.0279, -14278.6214, -48588.1875, -23081.6529, -36207.4195 eV, one per record in the order listed.